# C29H76BrN4O14P2

10 unconnected molecules or ions with the total composition C29H76BrN4O14P2 at a distorted geometry (ωB97M-V with the def2-TZVPD basis set, the OMol25 dataset).

```
126
Properties=species:S:1:pos:R:3:mulliken_charge:R:1
C -1.27989 -2.91076 2.96603 -0.95
C -1.45085 -1.71439 2.40112 0.19
C -1.97251 -1.58831 0.95681 -1.06
N -1.75480 -0.25905 0.38421 0.37
C -0.63155 0.20957 -0.19671 0.44
N -0.66201 1.44685 -0.73076 0.07
C 0.58069 1.58408 -1.24890 -0.40
C 0.94644 2.89424 -1.95014 -0.63
O 2.08375 3.54688 -1.44672 -0.36
C 1.90304 3.92916 -0.08581 -0.62
N 1.30631 0.47103 -1.03671 0.64
P 2.95651 0.58186 -1.76075 0.36
C 2.59006 0.58627 -3.61702 -0.75
O 3.87455 -0.78301 -1.61217 -0.50
N 0.55315 -0.41904 -0.32082 0.56
C 1.08043 -1.68324 0.11018 -0.29
Br 2.61821 -1.35271 1.33705 -0.04
C 1.45774 -2.66418 -1.06174 0.20
C 0.38628 -3.78989 -1.14552 -1.29
P -3.10551 0.83338 0.44131 0.64
O -4.24335 0.24887 1.15534 -0.81
O -3.61920 1.08170 -1.10781 -0.47
O -2.75344 2.19060 1.23341 -0.34
H -0.49572 -2.97850 3.72525 0.32
H -1.84704 -3.79895 2.66069 0.26
H -1.19610 -0.80648 2.96773 0.42
H -3.03964 -1.88873 0.97919 0.68
H -1.51687 -2.32354 0.26671 0.04
H 0.10306 3.61025 -1.84993 0.46
H 1.04206 2.71745 -3.03733 0.08
H 2.80293 4.48273 0.23269 0.27
H 1.84223 3.05456 0.59634 0.26
H 1.03999 4.61241 0.05875 0.26
H 1.51428 0.69714 -3.83368 -0.20
H 3.10979 1.48323 -4.00263 0.35
H 2.99210 -0.31956 -4.10572 0.47
H 3.88154 -1.30258 -2.43547 0.29
H 0.44178 -2.29086 0.75896 0.04
H 2.44304 -3.12281 -0.89136 0.42
H 1.49703 -2.13154 -2.03061 0.01
H 0.69610 -4.53189 -1.90047 0.45
H 0.26985 -4.32791 -0.18492 0.39
H -0.59212 -3.35771 -1.43086 0.11
H -3.83380 0.18596 -1.42538 0.30
H -3.12363 2.97232 0.77933 0.31
C -1.67697 0.30789 -4.52619 -0.55
C -1.04973 -0.90656 -5.17967 -0.70
O -0.66908 -1.86048 -4.18344 -0.41
H -0.97668 0.76758 -3.82432 -0.11
H -1.96352 1.04954 -5.27236 0.36
H -2.56503 0.02436 -3.95376 0.32
H -0.15195 -0.62539 -5.72988 0.38
H -1.74771 -1.37859 -5.87741 0.40
H -1.46618 -2.11482 -3.70458 0.22
C 6.22795 0.10940 0.83123 -0.61
C 7.04453 0.47520 2.05542 -0.25
O 6.19203 0.97875 3.08459 -0.52
H 5.68246 0.98067 0.46139 0.28
H 6.86804 -0.27062 0.03296 0.35
H 5.48382 -0.65349 1.07661 -0.06
H 7.76989 1.25087 1.81254 0.34
H 7.58569 -0.39510 2.43890 0.12
H 5.55854 0.28694 3.30285 0.30
C 7.40221 -3.62414 4.28929 -1.05
C 7.15482 -3.50750 2.79668 -0.01
O 8.32683 -3.03631 2.13915 -0.51
H 7.69074 -2.65708 4.70452 0.29
H 6.50946 -3.97810 4.80868 0.32
H 8.22218 -4.31715 4.49158 0.33
H 6.34997 -2.79800 2.59758 0.03
H 6.87467 -4.47632 2.36978 0.33
H 9.03073 -3.67118 2.31256 0.29
C 2.34368 7.45647 2.96267 -1.04
C 1.72686 6.09290 3.20858 -0.16
O 2.63419 5.05402 2.84077 -0.44
H 2.61469 7.56916 1.91145 0.26
H 1.65078 8.25428 3.23475 0.34
H 3.26053 7.57612 3.54477 0.32
H 0.82359 5.96888 2.61034 0.23
H 1.46149 5.97256 4.26342 0.27
H 3.42853 5.15760 3.37678 0.26
C -4.64616 4.33084 5.02210 -1.04
C -4.90263 4.46488 3.53392 -0.08
O -3.73090 4.92816 2.85991 -0.51
H -4.34089 5.28940 5.44441 0.27
H -5.54021 3.98531 5.54336 0.34
H -3.83490 3.62318 5.21221 0.31
H -5.69686 5.18639 3.34637 0.30
H -5.20088 3.50277 3.10435 0.15
H -3.03102 4.28446 3.01935 0.28
C -7.97139 -1.08268 -0.18168 -0.82
C -7.42183 -1.51069 -1.52864 -0.21
O -6.93053 -0.38309 -2.25333 -0.52
H -8.77569 -0.35721 -0.31179 0.27
H -8.35652 -1.93953 0.37389 0.32
H -7.19465 -0.59809 0.41618 0.18
H -8.20231 -1.97400 -2.13083 0.30
H -6.60762 -2.23318 -1.40209 0.21
H -6.23249 0.01651 -1.73120 0.28
C -1.86153 5.74259 -4.82350 -1.11
C -1.25333 4.52295 -5.48737 -0.30
O -0.89375 3.54262 -4.50972 -0.34
H -1.15833 6.18133 -4.11347 0.26
H -2.13051 6.49720 -5.56362 0.38
H -2.75811 5.46972 -4.26070 0.34
H -0.34857 4.79458 -6.02967 0.32
H -1.95858 4.07457 -6.19374 0.28
H -1.69666 3.29549 -4.03596 0.19
C -1.55928 -5.02355 7.53928 -1.10
C -1.80005 -4.88612 6.04866 -0.20
O -0.63064 -4.39612 5.39043 -0.45
H -1.27841 -4.06160 7.97060 0.30
H -2.45249 -5.38974 8.04755 0.33
H -0.73674 -5.71575 7.73560 0.33
H -2.60690 -4.17893 5.85566 0.28
H -2.07365 -5.85094 5.60998 0.28
H 0.08048 -5.02638 5.55314 0.26
C -0.95183 -5.46956 -6.85852 -1.14
C -1.04140 -4.99458 -5.42042 0.20
O -0.04982 -5.63791 -4.62018 -0.51
H -1.08761 -6.55058 -6.91287 0.30
H -1.71067 -4.98825 -7.47822 0.34
H 0.03340 -5.24884 -7.27730 0.33
H -2.01790 -5.23538 -4.99877 0.33
H -0.89422 -3.91244 -5.35771 -0.07
H 0.81112 -5.41517 -4.99081 0.30
```

Charge   +1
HOMO-LUMO gap   0.3246 hartree
LUMO   -0.1064 hartree
Calculated total energy   -154543.145 eV

# C29H79F6N4O15S2

12 unconnected molecules or ions with the total composition C29H79F6N4O15S2 at a distorted geometry (ωB97M-V with the def2-TZVPD basis set, the OMol25 dataset).

```
135
Properties=species:S:1:pos:R:3:mulliken_charge:R:1
C 1.91480 8.60183 -1.50878 0.40
F 3.11283 7.96707 -1.61569 -0.19
F 1.91837 9.67906 -2.28892 -0.16
F 0.90784 7.72341 -1.77904 -0.18
S 1.66551 9.18659 0.31570 0.42
O 0.30671 9.72240 0.34506 -0.52
O 1.88817 7.93026 1.03660 -0.47
N 2.96421 10.36966 0.46346 0.08
S 3.39404 10.25132 1.96012 0.10
O 2.29657 10.10709 2.90567 -0.67
O 4.48303 9.31746 2.24602 0.51
C 4.16375 12.01509 2.38247 -0.22
F 5.15611 12.25933 1.50322 -0.17
F 3.26340 12.96285 2.19494 -0.07
F 4.61959 11.98262 3.67888 -0.01
C 0.60342 12.60735 0.03636 0.27
O 1.70252 12.33502 -0.79233 -0.62
H 0.82078 12.19295 1.02080 -0.03
H 0.39819 13.66683 0.18956 -0.09
H -0.33303 12.17206 -0.31247 0.22
H 2.29966 11.73688 -0.33707 0.53
C -2.46535 6.85745 -0.21271 -0.75
C -3.52875 7.62048 0.52658 -0.16
O -4.50163 6.71839 1.00723 -0.54
H -1.75075 7.57413 -0.61745 0.06
H -2.92457 6.32323 -1.04448 0.43
H -1.94959 6.14719 0.43352 0.25
H -3.96934 8.37826 -0.12130 0.25
H -3.01881 8.08301 1.37165 0.17
H -4.86042 6.28032 0.23201 0.32
C 4.80450 14.95401 4.60893 -0.26
C 5.16781 16.35918 4.94796 -0.56
O 6.26134 16.75824 4.15322 -0.54
H 5.47581 14.23703 5.08159 0.33
H 4.86068 14.85684 3.52472 -0.04
H 3.79952 14.71470 4.95657 -0.01
H 5.44942 16.40851 5.99980 0.31
H 4.29310 17.00004 4.83711 0.38
H 6.32975 17.70462 4.29914 0.26
C 1.68780 12.49887 5.79647 -0.54
C 0.28712 12.25856 6.38638 -0.37
O 0.32119 12.74851 7.68982 -0.55
H 1.88854 13.55142 5.99629 0.34
H 1.74149 12.29572 4.72691 -0.06
H 2.49079 11.93225 6.26789 0.35
H -0.01339 11.21112 6.36066 0.32
H -0.46711 12.80400 5.81917 0.21
H 0.68648 13.63630 7.68808 0.30
C 5.64492 9.98724 -3.44217 -1.48
C 5.53918 10.13418 -1.90778 0.76
O 4.37692 10.91051 -1.71177 -0.42
H 4.85053 9.33009 -3.79602 0.29
H 6.56434 9.46254 -3.70188 0.40
H 5.58041 10.94640 -3.95592 0.31
H 6.43177 10.59425 -1.48383 0.13
H 5.45041 9.12656 -1.50169 -0.19
H 3.99723 10.70395 -0.85459 0.17
C 4.04754 9.10292 5.72105 0.12
C 4.88246 9.28147 6.96686 -0.50
O 4.30716 10.37328 7.60032 -0.60
H 3.11164 8.61247 5.98874 0.47
H 4.60185 8.51894 4.98634 -0.34
H 3.59363 9.99811 5.29598 -0.04
H 5.95318 9.41658 6.81393 0.23
H 4.82009 8.41024 7.61891 0.29
H 3.41718 10.16882 7.89647 0.34
C 0.62267 15.31771 3.08870 -0.01
C 0.80505 16.41331 2.06712 -0.36
O -0.28706 17.32699 1.98061 -0.61
H 1.39263 14.54763 3.13595 -0.08
H -0.35177 14.83964 2.98862 -0.30
H 0.62057 15.76741 4.08160 0.44
H 0.81895 15.96972 1.07156 0.26
H 1.73795 16.94731 2.24773 0.39
H -0.23099 17.92184 1.22920 0.31
C 7.37899 14.09264 1.16916 -0.20
C 8.31222 15.16629 1.85411 -0.50
O 7.53779 16.36201 1.80500 -0.57
H 6.36373 14.17973 1.55617 -0.09
H 7.70488 13.06541 1.33259 0.06
H 7.38571 14.31481 0.10207 0.28
H 9.18123 15.23361 1.19961 0.32
H 8.63528 14.91855 2.86523 0.29
H 7.01361 16.41049 2.60779 0.44
C 8.21529 9.10879 0.15001 -0.67
C 8.78658 8.49558 1.38417 0.16
C 7.94771 8.77424 2.61788 0.28
O 8.69026 8.33554 3.79398 -0.48
C 7.89852 8.38600 4.95655 -0.60
N 8.73462 7.03500 1.22313 -0.56
H 8.20012 10.19623 0.22313 0.28
H 7.16185 8.84845 0.04711 -0.26
H 8.67932 8.80372 -0.78792 0.43
H 9.80834 8.84611 1.52992 0.38
H 7.01635 8.21214 2.54927 -0.44
H 7.78119 9.84755 2.70948 0.46
H 8.46873 8.03496 5.81662 0.41
H 7.02314 7.75092 4.82054 0.23
H 7.48477 9.37118 5.17180 0.21
H 9.11929 6.59794 2.04842 0.24
H 9.22910 6.71274 0.40353 0.20
C 4.81421 4.39312 0.66319 -1.64
C 4.83876 5.79486 1.18397 1.26
C 5.06585 5.84420 2.75919 0.11
O 4.01243 5.27333 3.50361 -0.41
C 2.70650 5.76955 3.29816 -0.52
N 5.87222 6.50330 0.49473 -0.02
H 5.79558 3.92772 0.57161 0.40
H 4.45879 4.46398 -0.36480 0.41
H 4.07895 3.82321 1.23125 0.37
H 3.88066 6.27605 0.98749 -0.21
H 5.28713 6.85051 3.11480 -0.45
H 6.01436 5.34141 2.94795 0.48
H 2.71238 6.84949 3.44572 0.20
H 2.02226 5.31304 4.01338 0.36
H 2.35739 5.51320 2.29790 0.25
H 6.74863 6.14663 0.84800 0.48
H 5.87149 7.46137 0.81439 -0.49
C -2.53800 15.30596 -0.07333 -0.89
C -3.66585 14.70154 0.73635 0.50
C -2.99662 14.08789 2.02888 -0.84
O -2.06438 13.01882 1.80581 0.14
C -2.60141 11.79629 1.47526 -0.86
N -4.67075 15.71609 0.97221 -0.75
H -1.85943 16.00910 0.40960 0.07
H -2.93726 15.77660 -0.97178 0.46
H -1.85824 14.52336 -0.41031 0.17
H -4.18013 13.94551 0.14304 0.19
H -3.70897 13.70862 2.76156 0.37
H -2.50979 14.90396 2.56286 0.28
H -3.35827 11.36518 2.13055 0.36
H -1.81052 11.04744 1.43268 0.01
H -2.98396 11.89607 0.45948 0.37
H -5.24347 15.45108 1.76078 0.25
H -4.31425 16.60405 1.29554 0.27
```

Spin multiplicity   2
HOMO-LUMO gap (spin up / spin down)   0.3172 / 0.1166 hartree
LUMO (spin up / spin down)   -0.0020 / -0.2026 hartree
Calculated total energy   -105992.673 eV